288
Properties=species:S:1:pos:R:3:forces:R:3 method="wB97M-V/def2-TZVPD" charge=0 smiles=CC1(C)CCCC(C)(C)N1O.CC1(C)CCCC(C)(C)N1O.CC1(C)CCCC(C)(C)N1O.CC1(C)CCCC(C)(C)N1O.CC1(C)CCCC(C)(C)N1O.CC1(C)CCCC(C)(C)N1O.CC1(C)CCCC(C)(C)N1O.CC1(C)CCCC(C)(C)N1O.COCCNCCOC.CC(C)O.CC(C)O molar_mass_g_mol=1511.439 e_homo_ev=-7.50 de_lowest_kcal_mol=104.7 orbital_gap_ev=7.9
H 6.407 -20.732 -6.717 -0.40 0.31 0.34
H 16.954 -21.573 2.625 -0.01 0.24 0.01
H 15.730 -16.168 -3.592 0.44 -0.52 0.27
H 15.388 -26.364 1.366 -0.47 0.03 0.27
H 10.572 -23.307 -5.701 -0.02 -0.63 0.05
H 17.213 -23.608 1.737 0.00 0.39 0.11
N 10.302 -26.668 -3.240 -1.73 0.06 2.04
C 16.292 -29.021 -3.311 -0.24 -0.15 -0.56
H 7.669 -21.229 0.369 0.22 0.01 0.00
H 14.080 -18.972 -2.147 0.01 -0.10 0.00
C 18.140 -24.160 1.577 -1.41 -0.66 0.52
H 15.626 -26.665 -4.386 -0.07 0.41 0.59
H 8.090 -20.615 -6.661 0.36 -0.34 0.04
H 15.093 -16.534 3.352 -0.05 0.40 0.16
H 16.376 -23.542 -2.521 0.78 0.16 0.38
O 15.497 -23.259 -2.783 -1.03 -0.40 -2.17
H 15.761 -20.008 -3.289 -0.08 -0.07 0.28
H 18.549 -28.299 -5.626 0.23 -0.24 -0.56
H 17.716 -22.185 -5.043 -0.36 0.26 0.09
C 20.985 -28.361 -3.390 -0.43 -0.06 -0.48
H 13.098 -28.554 -3.625 0.26 0.14 -0.02
H 11.391 -27.240 2.822 -0.21 -0.11 -0.07
H 8.214 -25.877 0.408 0.28 0.03 -0.21
H 14.079 -20.734 3.244 -0.20 0.76 -0.74
H 16.680 -19.361 -4.566 0.01 0.33 -0.26
H 6.028 -22.594 3.266 -0.26 0.12 0.25
H 7.840 -23.960 -1.089 -0.43 0.18 -0.48
H 13.928 -23.231 0.133 -0.34 -0.50 0.02
H 6.886 -21.712 -2.991 1.19 0.51 -0.57
H 20.203 -20.409 -7.083 0.31 -0.32 0.20
H 9.768 -16.225 0.172 0.01 0.48 -0.29
H 10.300 -16.575 2.404 -0.67 0.08 -0.50
H 10.261 -23.960 -0.723 -0.07 -0.74 0.37
H 15.026 -21.406 4.327 0.93 -0.12 0.40
H 13.846 -25.262 6.228 -0.25 0.19 0.04
H 7.274 -21.462 3.079 0.42 0.10 -0.65
H 6.464 -18.319 0.371 0.11 -0.17 -0.72
H 15.275 -22.287 -4.634 -0.03 -0.33 0.45
H 7.855 -28.585 -1.765 -0.05 -0.80 -1.00
H 8.517 -23.625 3.897 -0.14 -0.14 0.60
H 6.904 -27.043 -3.921 0.18 -0.25 -0.12
H 16.781 -20.133 0.540 0.23 -0.08 0.02
C 18.707 -22.029 -4.616 -0.91 -0.70 -1.14
H 15.191 -23.324 -8.434 0.16 0.58 -0.46
H 18.805 -24.000 2.426 0.51 0.49 -0.28
H 14.289 -24.620 -1.067 -0.47 0.16 0.18
C 16.689 -26.873 -4.514 -0.60 -0.13 -0.32
H 12.261 -25.653 -1.687 0.18 -0.19 0.22
C 14.823 -28.068 2.777 -0.37 -1.82 -0.97
H 16.415 -22.071 -7.776 -0.60 0.25 -0.29
O 8.018 -24.249 3.365 0.02 0.32 -0.95
C 14.583 -23.671 -0.619 1.27 1.15 0.05
C 12.002 -20.034 -5.928 1.03 0.53 0.30
H 13.488 -21.381 -2.883 -0.44 0.13 -0.06
H 8.721 -17.979 3.455 -0.38 -0.23 0.38
H 7.460 -19.282 -1.700 -0.07 -0.16 0.20
C 16.564 -18.494 1.992 0.49 -2.12 1.07
C 6.979 -23.016 1.464 0.16 0.57 0.22
H 17.394 -20.066 4.569 0.06 -0.28 0.35
N 8.227 -23.623 2.096 0.29 1.32 -1.38
H 7.517 -25.981 -2.707 0.11 0.45 -0.04
C 9.589 -23.495 -0.001 -1.66 1.94 0.19
C 16.256 -17.432 0.981 0.33 0.91 -1.01
C 12.594 -26.333 -2.471 -0.33 0.18 -1.31
C 15.451 -19.287 4.194 0.47 -0.55 -0.17
H 12.306 -25.495 4.359 -0.03 0.17 -0.16
H 11.978 -19.760 -3.415 0.18 0.09 0.24
C 12.451 -26.990 2.781 -0.41 -0.26 0.29
C 8.288 -23.019 -0.770 1.12 -0.77 1.50
C 9.316 -16.560 -0.762 -0.58 -0.12 0.55
H 12.464 -20.262 -6.889 -0.22 0.55 -0.27
H 19.987 -28.350 -0.746 0.44 0.06 -0.11
C 8.937 -28.488 -4.402 -0.27 -1.84 -0.05
C 14.775 -22.647 -1.764 -0.80 -0.43 1.33
H 12.744 -25.724 -3.362 0.38 0.05 -0.10
H 9.550 -24.369 -7.780 -0.38 -0.17 -0.36
O 10.487 -19.264 -0.398 0.82 0.37 -0.68
H 16.877 -29.844 -2.902 -0.59 -0.10 0.26
H 15.325 -21.725 -1.578 0.04 0.13 1.16
C 14.321 -26.175 4.339 1.74 0.40 1.56
C 7.454 -23.694 -7.420 1.88 -0.87 -0.81
C 11.915 -18.751 -3.823 -0.22 1.60 0.26
H 14.319 -23.971 4.101 0.22 -0.01 0.10
C 19.415 -20.558 -6.345 0.48 0.19 -0.63
H 10.623 -24.963 -4.108 -0.18 0.04 0.49
H 4.881 -23.643 0.810 0.22 0.43 0.12
C 11.513 -27.378 -2.759 0.47 0.10 0.14
H 15.095 -30.062 3.836 -0.03 0.26 -0.02
H 15.058 -30.164 2.047 -0.49 0.04 0.03
H 9.078 -21.998 -4.212 0.43 1.07 -0.59
H 5.600 -24.656 2.080 -0.10 0.57 0.56
C 7.803 -26.505 -3.619 0.25 0.32 0.65
H 6.171 -24.811 0.555 0.05 0.18 -0.65
C 8.901 -24.142 -6.933 0.06 0.97 0.27
H 12.165 -28.756 -1.252 0.18 -0.08 -0.12
C 9.598 -23.053 -6.119 -1.20 0.83 1.35
H 12.025 -17.774 -1.901 0.07 -0.02 0.07
H 7.987 -16.232 1.734 0.47 -0.02 0.98
C 5.817 -24.024 1.220 1.11 -1.15 -0.07
O 18.640 -28.997 -4.973 -0.46 -0.20 -0.19
C 15.285 -16.743 -4.404 -0.20 0.04 -0.08
H 10.905 -23.160 2.486 -0.09 0.46 -0.50
C 9.681 -18.642 1.755 -0.41 -1.15 -0.24
C 19.018 -22.483 -1.593 0.48 0.50 0.69
H 16.600 -27.567 1.487 0.09 -0.14 0.77
C 13.249 -28.277 2.528 0.83 2.27 -0.03
H 18.519 -20.360 -6.933 -0.67 -0.80 0.18
C 8.493 -17.828 -0.453 1.38 -0.56 -0.19
H 14.387 -16.157 -4.601 0.09 0.07 -0.76
H 8.449 -23.423 -4.222 -0.11 -1.13 -0.60
H 11.262 -17.773 3.001 0.25 -0.58 -0.10
C 12.538 -18.729 -5.241 0.34 -0.34 0.39
C 10.185 -20.033 2.311 0.06 0.42 0.01
C 19.413 -27.848 -1.526 0.81 0.12 0.25
H 5.968 -22.893 -3.639 -0.50 -0.19 -0.49
C 6.516 -21.990 2.501 -0.93 -0.68 1.08
H 14.384 -24.887 2.594 -0.39 0.22 -0.13
C 18.033 -27.708 -1.022 -1.54 -1.59 -0.84
H 10.187 -29.791 -1.998 -0.15 0.04 -0.11
H 10.998 -17.539 -6.033 -0.18 0.24 -0.20
H 15.529 -25.418 6.082 0.27 -0.20 -0.43
H 20.092 -22.621 -1.465 0.40 0.22 -0.05
H 13.514 -26.878 -2.260 0.12 0.34 0.37
C 14.823 -18.160 -4.050 0.93 0.09 1.53
H 5.834 -24.903 -8.341 -0.23 0.21 0.01
H 9.501 -20.871 2.174 -0.30 0.15 -0.71
C 19.502 -30.184 -2.519 0.29 0.41 0.82
H 8.631 -22.433 -1.623 -0.27 -0.07 -0.17
C 14.617 -22.511 -6.487 0.13 -0.48 -0.13
H 7.988 -23.215 -9.494 0.30 -0.01 0.12
H 9.849 -22.130 -6.642 -0.28 -0.05 -0.59
H 11.923 -28.085 -4.818 -0.25 0.04 0.06
C 10.700 -17.541 2.096 0.56 0.29 0.14
H 18.708 -18.389 1.434 -0.03 0.00 -0.16
C 7.305 -22.229 0.130 0.88 -1.64 0.12
C 7.708 -22.687 -8.583 -0.96 0.04 0.33
H 12.856 -29.085 3.144 0.15 -0.01 -0.05
H 17.995 -27.269 -0.025 -0.15 0.22 -0.28
H 18.628 -24.184 -4.465 -0.05 0.06 0.07
C 17.205 -27.064 -2.111 0.34 1.04 0.11
C 12.520 -17.694 -2.869 0.62 -1.73 -0.71
H 16.336 -19.995 6.041 0.31 0.07 0.06
C 15.347 -29.556 2.905 0.84 1.31 -0.95
H 16.165 -26.913 -1.822 -0.08 0.01 0.07
C 19.026 -23.360 -3.873 0.45 0.86 0.40
H 11.666 -29.445 -3.681 -0.54 0.23 0.03
H 12.389 -16.666 -3.207 -0.07 -0.04 -0.31
O 14.648 -18.976 -6.286 0.93 -0.35 -1.48
H 15.945 -29.295 -4.308 -0.17 -0.33 0.11
H 16.763 -16.480 1.139 0.18 -0.04 0.41
H 12.315 -20.881 -5.318 -0.37 -0.11 0.33
H 15.201 -17.174 0.892 -0.19 -0.39 0.18
H 5.755 -21.286 2.163 0.11 0.00 -0.37
C 14.606 -25.953 5.862 -0.77 1.20 0.18
C 16.645 -19.498 5.121 0.04 0.48 -0.54
H 12.827 -23.018 -2.651 0.16 -0.23 -0.36
H 14.769 -19.920 -6.163 0.82 -0.64 -0.77
H 13.845 -21.906 -6.963 0.40 0.85 -0.06
H 8.808 -18.584 -2.544 0.53 0.03 0.38
C 8.368 -18.344 2.491 0.22 1.41 -0.43
C 7.220 -22.115 -5.336 1.02 -1.12 1.20
N 9.371 -18.851 0.301 -2.69 0.54 1.13
C 15.129 -20.671 3.529 -0.64 0.19 0.30
C 15.991 -21.136 2.361 -0.92 1.86 -1.15
H 11.403 -17.345 1.286 0.10 -0.23 0.01
C 12.817 -26.428 4.121 0.54 0.11 0.68
H 16.589 -17.738 -0.011 0.01 -0.22 -0.12
C 16.087 -19.924 1.355 1.06 1.45 1.23
C 18.361 -22.624 -0.260 0.05 -1.05 0.96
H 10.030 -29.232 -0.348 -1.31 -0.24 0.06
H 7.253 -19.909 -5.356 -0.36 -0.21 0.29
C 8.637 -22.650 -4.967 -0.10 0.28 1.16
H 14.551 -26.784 6.565 -0.04 -0.54 -0.61
H 7.392 -17.667 -2.321 -0.13 0.32 0.32
N 6.690 -23.208 -6.249 1.32 0.05 1.88
H 14.381 -24.459 -5.585 -0.01 -0.42 -0.23
N 15.131 -27.385 4.031 -3.87 -0.22 -0.77
H 16.610 -27.885 4.944 0.48 0.05 0.16
H 20.346 -30.450 -1.882 0.46 0.04 -0.23
O 16.471 -27.233 4.253 1.15 0.25 -0.07
O 15.895 -16.953 3.674 0.38 0.71 0.77
H 10.919 -19.952 -6.017 0.02 -0.22 -0.01
H 8.862 -25.036 -6.311 -0.23 -0.05 -0.03
H 17.289 -22.499 -0.417 -0.24 -0.01 0.31
H 9.983 -26.218 0.777 0.03 0.23 -1.10
O 5.352 -22.929 -6.499 -0.72 -0.15 -0.97
C 14.760 -24.842 3.616 -0.47 -1.30 -0.79
H 10.640 -24.730 2.994 0.38 -0.64 -0.24
H 11.437 -27.403 -0.490 -0.51 0.43 -0.28
O 18.620 -23.963 0.288 0.46 1.29 -1.14
H 5.006 -23.822 -6.437 -0.71 0.10 0.06
H 8.530 -27.291 -1.188 0.90 0.69 -0.09
H 12.444 -27.137 4.860 0.26 -0.15 0.29
H 13.478 -18.642 4.151 -0.30 0.24 0.16
H 18.797 -24.330 -2.091 -0.22 -0.46 -0.20
H 10.086 -16.716 -1.517 0.02 -0.29 0.18
C 13.999 -18.054 -2.729 -0.46 0.73 0.14
C 6.391 -21.934 -3.937 -0.21 -1.30 -1.18
H 14.340 -17.215 -2.122 1.03 -0.28 0.10
H 10.868 -18.449 -3.802 -0.39 -0.54 -0.84
C 14.191 -18.878 4.940 -0.27 0.33 -0.21
H 18.685 -30.458 -1.852 -0.49 0.12 -0.36
H 6.393 -22.138 -0.461 -0.28 0.20 0.33
H 18.726 -21.862 0.428 0.02 0.05 0.17
O 15.286 -21.798 -5.460 -0.16 0.73 -0.38
H 14.331 -18.017 5.594 0.09 0.07 -0.12
C 10.006 -28.906 -1.388 1.19 1.45 0.21
H 8.442 -21.927 -8.315 0.17 -0.26 -0.11
H 16.851 -18.644 -2.973 -0.39 0.49 0.09
H 7.354 -25.457 -8.867 0.55 0.17 0.35
H 12.448 -17.451 -7.032 0.16 -0.24 0.04
C 8.795 -28.055 -1.919 0.33 -0.71 1.77
H 6.804 -16.580 -0.018 -0.39 -0.32 -0.50
H 19.525 -30.835 -3.392 -0.14 0.30 -0.07
C 8.973 -27.448 -3.306 1.18 0.71 -0.56
H 8.069 -25.801 -4.408 -0.08 0.00 0.12
H 6.807 -22.129 -8.839 -0.25 -0.07 0.09
H 21.210 -29.021 -4.228 0.08 -0.36 0.24
C 18.102 -18.568 2.322 -0.18 0.20 -0.15
C 15.702 -22.873 -7.584 -1.21 -1.23 1.44
H 11.160 -20.316 1.914 0.04 0.10 -0.14
H 16.635 -27.317 -5.508 0.62 -0.15 -0.19
H 11.509 -24.426 1.399 -0.06 -0.21 0.22
H 19.463 -19.694 -5.682 0.20 -0.24 0.70
H 18.829 -21.463 -1.926 0.02 0.00 -0.16
C 9.066 -25.703 1.065 0.41 -1.07 0.67
H 8.942 -28.148 -5.438 0.13 0.42 0.19
H 15.398 -21.836 1.773 0.25 -0.64 0.27
H 6.591 -17.117 2.388 0.00 0.21 0.02
H 20.110 -23.474 -3.859 0.30 -0.01 0.02
H 6.779 -25.776 -7.177 0.29 -0.14 -0.05
H 10.283 -20.046 3.397 0.18 0.64 0.19
H 21.718 -28.472 -2.591 0.11 -0.03 -0.14
C 19.580 -28.647 -2.825 -0.43 -0.68 -0.48
C 12.087 -17.502 -6.005 -0.66 0.25 -0.20
H 10.096 -22.570 0.274 0.23 0.29 0.15
C 16.128 -19.058 -3.676 -1.48 -0.22 -1.11
H 17.082 -18.510 5.263 0.04 -0.05 0.68
C 7.524 -17.214 1.833 0.23 -0.77 -0.67
C 13.373 -22.202 -2.176 0.24 -0.30 -1.07
H 12.710 -21.948 -1.349 0.50 0.44 0.26
N 15.756 -18.229 3.195 -1.29 -2.80 -1.78
C 6.854 -25.051 -7.987 -1.00 1.35 0.61
C 10.700 -24.148 2.075 -0.96 0.42 1.14
C 7.234 -20.783 -6.008 0.34 1.02 -1.39
N 18.558 -28.220 -3.812 1.43 1.50 1.34
N 14.015 -18.750 -5.121 -1.65 -0.16 3.41
C 12.029 -28.423 -3.787 0.90 0.11 0.33
C 17.198 -27.836 -3.453 0.58 0.41 0.53
H 19.765 -26.820 -1.612 0.64 0.02 -0.36
H 8.618 -15.832 -1.177 0.14 0.36 0.16
H 15.832 -24.753 3.440 0.13 0.02 0.73
O 10.519 -25.876 -4.384 0.27 -1.08 -0.82
C 15.520 -27.432 1.540 0.06 -0.31 -0.47
H 17.614 -28.714 -1.000 -0.10 -0.36 0.88
H 13.182 -23.415 -4.992 -0.27 0.65 -0.36
N 18.478 -23.456 -2.483 -0.34 -0.25 -1.70
H 13.745 -19.671 5.541 0.29 -0.23 0.01
H 18.423 -17.844 3.072 -0.35 0.42 -0.11
H 15.154 -19.666 0.854 -0.43 -0.48 0.30
H 9.632 -29.323 -4.315 0.58 0.43 0.05
H 17.631 -26.070 -2.243 -0.11 0.26 -0.38
H 21.053 -27.374 -3.845 -0.14 0.29 0.42
H 15.216 -27.948 0.629 -0.42 -0.03 -0.10
H 8.913 -26.308 1.958 -0.69 0.49 0.56
H 17.281 -25.958 -4.510 -0.17 -0.01 -0.17
H 15.996 -16.820 -5.225 -0.29 0.48 -0.26
C 11.341 -28.051 -1.361 -1.66 -1.21 -1.92
H 15.537 -23.848 -0.123 0.19 -0.16 0.11
H 8.016 -29.052 -4.252 -0.51 0.23 -0.22
C 8.044 -18.367 -1.797 -0.38 -0.95 -0.66
C 13.727 -23.649 -5.907 1.76 -0.25 -0.71
C 9.341 -24.238 1.353 0.08 -0.47 -1.37
H 13.099 -23.953 -6.745 -0.30 -0.39 0.40
H 18.638 -21.081 -4.081 0.35 -0.24 0.70
H 17.805 -25.192 1.682 0.22 -0.32 -0.19
H 10.337 -20.205 -0.514 0.05 -0.19 -0.16
H 12.490 -26.252 1.979 0.59 -0.09 -0.13
H 16.420 -29.451 2.746 0.31 -0.43 0.63
H 12.374 -16.570 -5.516 0.04 -0.07 0.11
O 19.587 -21.841 -5.742 -0.17 0.65 0.42
H 16.317 -23.696 -7.219 0.11 -0.11 0.38
H 5.605 -21.182 -4.015 -0.12 -0.22 -0.33
H 7.770 -19.246 2.623 -0.05 0.05 -0.09
H 18.448 -19.506 2.756 -0.40 -0.35 -0.23
C 7.208 -17.522 0.354 0.86 0.12 1.36
H 15.454 -28.668 -2.710 -0.22 -0.72 0.11
H 13.041 -28.422 1.467 0.57 -0.93 -0.04